This record from the OMol25 dataset describes a cluster of 2 separate species, C36H27F3N4O4S2 in total in a non-equilibrium geometry. The level of theory is ωB97M-V/def2-TZVPD.

Positions of all 76 atoms, in Å:
C (-2.78349, -0.06197, -0.50591)
O (-1.95803, 0.83501, 0.26417)
C (-0.96185, 0.40603, 1.04577)
C (-0.12539, 1.38792, 1.56163)
N (1.05369, 1.21394, 2.20933)
C (1.55797, 0.13134, 2.96013)
C (2.89328, -0.21441, 2.75713)
C (3.41165, -1.31993, 3.42856)
C (2.61827, -2.01777, 4.34774)
C (1.31251, -1.59508, 4.61781)
C (0.78247, -0.49905, 3.94366)
N (1.80611, 2.36839, 2.18346)
C (1.02577, 3.28544, 1.65020)
C (1.36829, 4.69470, 1.53995)
C (0.42915, 5.75085, 1.60212)
C (0.86022, 7.07189, 1.49241)
C (2.22407, 7.35613, 1.35106)
C (3.16249, 6.31466, 1.32178)
C (2.74217, 4.99404, 1.44206)
N (-0.18881, 2.74029, 1.25104)
C (-1.13615, 3.36932, 0.39789)
C (-2.35447, 3.76261, 0.92651)
C (-3.28210, 4.39877, 0.08961)
C (-2.98370, 4.57783, -1.26388)
C (-1.76319, 4.13955, -1.78524)
C (-0.82353, 3.53011, -0.94125)
C (-0.87225, -1.00115, 1.44371)
C (0.21306, -1.77528, 1.00684)
C (0.31864, -3.10937, 1.40370)
C (-0.64690, -3.66412, 2.24387)
C (-1.74254, -2.90369, 2.66135)
C (-1.88213, -1.58502, 2.23277)
H (-3.50005, 0.60713, -0.98435)
H (-2.17838, -0.58899, -1.25512)
H (-3.29239, -0.77600, 0.15293)
H (3.48220, 0.36372, 2.04261)
H (4.44229, -1.62190, 3.23731)
H (3.02238, -2.89252, 4.86535)
H (0.71143, -2.11770, 5.36291)
H (-0.22803, -0.14151, 4.12886)
H (-0.62727, 5.52969, 1.74350)
H (0.13287, 7.88395, 1.52420)
H (2.56236, 8.39097, 1.27456)
H (4.22657, 6.52639, 1.21305)
H (3.44748, 4.16315, 1.45705)
H (-2.56134, 3.59258, 1.98504)
H (-4.23448, 4.72918, 0.50504)
H (-3.71071, 5.06611, -1.92096)
H (-1.53041, 4.24885, -2.84408)
H (0.13816, 3.17423, -1.31732)
H (0.96074, -1.28408, 0.38138)
H (1.17499, -3.69088, 1.06033)
H (-0.53185, -4.69909, 2.57164)
H (-2.49604, -3.33333, 3.32517)
H (-2.73298, -0.96579, 2.52731)
O (-1.45359, -2.97069, -5.66283)
C (-0.86358, -3.39193, -4.68259)
C (-0.51547, -4.78191, -4.31440)
C (-0.67129, -5.94193, -5.09169)
C (-0.30934, -7.17343, -4.54201)
C (0.20164, -7.25836, -3.23413)
C (0.32745, -6.10179, -2.45211)
C (-0.04651, -4.88565, -3.02046)
S (-0.07533, -3.36167, -2.14657)
O (1.22127, -3.01888, -1.63241)
O (-1.25271, -3.23647, -1.32926)
N (-0.36343, -2.56939, -3.62935)
S (-0.62893, -0.83637, -3.43262)
C (0.68924, -0.34738, -4.58309)
F (0.39446, 0.91977, -4.99853)
F (0.73224, -1.15421, -5.67313)
F (1.92703, -0.34998, -4.01711)
H (-1.06817, -5.85704, -6.10205)
H (-0.41776, -8.09468, -5.11948)
H (0.50437, -8.22274, -2.81751)
H (0.71558, -6.11143, -1.43506)

Calculated values
Structure (SMILES) = CO/C(=C1/N(c2ccccc2)N=C(c2ccccc2)N1c1ccccc1)c1ccccc1.O=C1c2ccccc2S(=O)(=O)N1SC(F)(F)F
Total charge = 0
2S+1 = 1
Energy relative to the best compared isomer or geometry (same formula, charge and spin) = 0.00 kJ/mol
Gap between HOMO and LUMO = 5.030 eV

Atomic partial charges in e from the Löwdin method, atoms 1 to 8:
1 C -0.0289
2 O -0.1198
3 C -0.2183
4 C -0.1232
5 N -0.0237
6 C -0.2169
7 C -0.0252
8 C -0.0838

---

This record from the OMol25 dataset describes a structure of composition C36H27F5N5O2RuS2 in a non-equilibrium geometry. The level of theory is ωB97M-V/def2-TZVPD.

Positions of all 78 atoms, in Å:
Ru (0.65906, -0.68207, -0.11734)
C (4.17506, -3.21727, 0.81156)
O (3.57096, -3.70727, -0.39124)
C (2.34936, -3.21597, -0.44254)
N (1.95346, -2.52007, 0.56246)
C (3.05706, -2.36997, 1.48326)
C (3.36376, -0.89487, 1.64306)
C (3.94236, -0.44917, 2.82416)
C (4.26116, 0.88763, 2.98706)
C (3.96646, 1.80463, 1.99056)
C (3.36516, 1.37813, 0.81836)
C (3.07446, 0.02843, 0.62436)
C (1.48506, -3.34257, -1.61694)
C (1.45576, -4.41117, -2.49454)
C (0.49116, -4.38087, -3.51504)
C (-0.32174, -3.28497, -3.66174)
C (-0.13684, -2.17027, -2.80304)
N (0.72126, -2.25807, -1.76684)
C (-0.74294, -0.91057, -3.03294)
N (-0.34014, 0.18393, -2.33744)
C (-1.90904, 1.53663, -4.11984)
C (-1.77414, 0.21143, -4.86304)
O (-1.67804, -0.90217, -4.00794)
C (-3.14724, 1.68213, -3.28524)
C (-4.13834, 2.55423, -3.72614)
C (-5.28494, 2.74333, -2.97474)
C (-5.44684, 2.07223, -1.77414)
C (-4.46124, 1.20653, -1.33064)
C (-3.31384, 1.00893, -2.07834)
H (5.05936, -2.63357, 0.54596)
H (4.47686, -4.07017, 1.41786)
H (2.76916, -2.78217, 2.45716)
H (4.17006, -1.16237, 3.60396)
H (4.74906, 1.20923, 3.89316)
H (4.22556, 2.84293, 2.12176)
H (3.16636, 2.09163, 0.03266)
H (2.81946, -0.31057, -0.40474)
H (2.14336, -5.23217, -2.37244)
H (0.40776, -5.21517, -4.19454)
H (-1.07184, -3.23577, -4.43464)
H (-1.83754, 2.33623, -4.85804)
H (-0.90064, 0.23603, -5.53164)
H (-2.67004, 0.03183, -5.46344)
H (-4.00794, 3.09163, -4.65394)
H (-6.04474, 3.42323, -3.32594)
H (-6.33614, 2.22013, -1.18424)
H (-4.58374, 0.67053, -0.40124)
H (-2.55614, 0.33173, -1.70774)
F (-2.22684, 5.83623, 0.78286)
C (-1.83744, 4.89133, -0.04974)
C (-1.23184, 3.73213, 0.43146)
F (-1.04464, 3.55013, 1.73946)
C (-0.82874, 2.73213, -0.44584)
F (-0.23744, 1.63723, 0.10316)
C (-1.02114, 2.82953, -1.82064)
S (-0.37314, 1.64913, -3.07094)
C (-1.56984, 4.02963, -2.29164)
F (-1.66734, 4.24413, -3.60054)
C (-2.01344, 5.02873, -1.43204)
F (-2.59134, 6.10753, -1.92254)
N (-2.37464, 0.62083, 2.22526)
C (-1.39024, -0.25967, 2.46866)
S (-1.15474, -1.49637, 1.29476)
N (-0.70454, -0.14097, 3.60016)
C (0.31426, -0.93827, 4.17026)
C (1.19956, -0.30447, 5.04236)
C (2.16426, -1.04137, 5.70256)
C (2.25206, -2.40987, 5.49366)
C (1.36606, -3.04007, 4.63276)
C (0.39346, -2.31067, 3.96616)
H (-2.99404, 0.41963, 1.45556)
H (-2.70694, 1.25003, 2.94066)
H (-0.92954, 0.66623, 4.17496)
H (1.11686, 0.75883, 5.21266)
H (2.83306, -0.55607, 6.39626)
H (2.99536, -2.98617, 6.02226)
H (1.40916, -4.11227, 4.50346)
H (-0.32044, -2.81107, 3.32986)

Calculated values
Total charge = +2
2S+1 = 6
Expectation value of S² = 8.78
Gap between HOMO and LUMO (spin up / spin down) = 6.323 / 7.497 eV

Atomic partial charges in e from the Löwdin method, atoms 1 to 8:
1 Ru 1.0846
2 C -0.0271
3 O 0.0778
4 C -0.3082
5 N 0.0405
6 C -0.2339
7 C -0.1797
8 C -0.0206